# 1
Formula: C25H20ClN3PTc
Source: OMol25
Level of theory: the ωB97M-V functional and the def2-TZVPD basis

The geometry in XYZ format:
```
51
C25H20ClN3PTc, DFT the ωB97M-V functional and the def2-TZVPD basis
C 2.0825 1.8352 0.0667
C 0.7527 2.0024 -0.4595
C -0.1904 1.8647 0.6096
H 0.5099 2.1786 -1.5055
C 0.5445 1.6141 1.8195
C 1.9789 1.6125 1.4973
H 2.7858 1.4193 2.1986
H 2.9775 1.8730 -0.5430
H -1.2781 1.9844 0.5094
H 0.1112 1.4504 2.7975
Tc 1.1175 0.0150 0.5728
Cl -0.1314 -1.1658 2.0890
P -2.8446 -0.1457 -1.1753
C -3.7292 0.8372 0.0001
C -4.6910 1.7444 -0.4759
H -4.9056 1.7987 -1.5491
C -5.3656 2.5324 0.4492
H -6.0925 3.2453 0.0735
C -5.1254 2.3901 1.8203
H -5.6772 3.0136 2.5284
C -4.2044 1.4354 2.2750
H -4.0240 1.2668 3.3303
C -3.5014 0.6420 1.3807
H -2.7993 -0.1311 1.7136
C -2.6909 0.6585 -2.7375
C -2.3942 2.0419 -2.7374
H -2.4986 2.6297 -1.8158
C -2.1001 2.6289 -3.9586
H -1.9077 3.6970 -3.9618
C -2.1184 1.8719 -5.1366
H -1.9026 2.3538 -6.0948
C -2.4544 0.5094 -5.1136
H -2.5246 -0.0670 -6.0270
C -2.7712 -0.1132 -3.9123
H -3.1720 -1.1356 -3.8734
C -3.4431 -1.7709 -1.3137
C -4.8240 -2.0212 -1.3606
H -5.5253 -1.1732 -1.4456
C -5.2581 -3.3437 -1.3379
H -6.3251 -3.5420 -1.3500
C -4.3279 -4.3986 -1.3093
H -4.6888 -5.4192 -1.2591
C -2.9595 -4.1281 -1.3458
H -2.2015 -4.9129 -1.3895
C -2.4957 -2.8250 -1.3228
H -1.4250 -2.5806 -1.3067
N 2.7814 -0.8622 0.7741
C 3.7226 -1.5805 0.6418
N 4.5376 -2.4819 0.3481
C 5.7191 -2.9442 0.7923
N 6.7529 -3.3498 1.1858
```

Net charge   +1
Spin multiplicity   4
F_max   2.9 eV/Å
⟨S²⟩   3.79
Energy   -2010.9302 Ha

Atomic charges from the Löwdin analysis, expressed in e, are listed below:
1 C -0.2086
2 C -0.1640
3 C -0.1972
4 H 0.1051
5 C -0.2574
6 C -0.2155
7 H 0.1228
8 H 0.1204
9 H 0.0882
10 H 0.0956
11 Tc 1.0623
12 Cl 0.0025
13 P 1.1989
14 C -0.3794
15 C -0.0860
16 H 0.1179
17 C -0.0536
18 H 0.1160
19 C -0.0337
20 H 0.1211
21 C -0.0517
22 H 0.1168
23 C -0.0852
24 H 0.0747
25 C -0.3553
26 C -0.0936
27 H 0.1124
28 C -0.0572
29 H 0.1169
30 C -0.0320
31 H 0.1225
32 C -0.0467
33 H 0.1163
34 C -0.0542
35 H 0.1199
36 C -0.3977
37 C -0.0641
38 H 0.1236
39 C -0.0493
40 H 0.1151
41 C -0.0346
42 H 0.1164
43 C -0.0600
44 H 0.1209
45 C -0.0769
46 H 0.1082
47 N -0.0883
48 C -0.2702
49 N 0.1046
50 C -0.3255
51 N 0.1185

=====

# 2
Formula: C25H20CrN4O
Source: OMol25
Level of theory: the ωB97M-V functional and the def2-TZVPD basis

The geometry in XYZ format:
```
51
C25H20CrN4O, DFT the ωB97M-V functional and the def2-TZVPD basis
Cr -0.0643 -0.4047 -0.3492
C 3.9758 0.5429 -1.5451
C 2.5183 0.2734 -1.4316
N 1.8670 0.1540 -0.3325
N 2.4816 0.2344 0.8959
C 1.5739 -0.0398 1.7999
O 0.3220 -0.3045 1.4862
C 1.9222 -0.0294 3.2306
C 0.9286 -0.2150 4.1860
C 1.2602 -0.2243 5.5315
C 2.5789 -0.0498 5.9221
C 3.5743 0.1399 4.9702
C 3.2497 0.1526 3.6258
C 1.6445 0.1305 -2.6215
C 2.1032 0.2881 -3.9168
C 1.2025 0.1649 -4.9661
C -0.1273 -0.1018 -4.6930
C -0.5188 -0.2391 -3.3725
N 0.3430 -0.1379 -2.3600
H 4.4289 0.5466 -0.5588
H 4.1412 1.5129 -2.0186
H 4.4536 -0.2172 -2.1651
H -0.0955 -0.3526 3.8693
H 0.4901 -0.3686 6.2771
H 2.8374 -0.0597 6.9729
H 4.6026 0.2762 5.2764
H 4.0150 0.2958 2.8769
H 3.1443 0.5102 -4.0986
H 1.5400 0.2876 -5.9864
H -0.8570 -0.1918 -5.4842
H -1.5500 -0.4197 -3.0966
C -2.9600 -3.5970 -0.1573
C -4.1671 -2.9106 -0.2414
C -4.1715 -1.5339 -0.3551
C -2.9596 -0.8519 -0.3862
N -1.7938 -1.5285 -0.3187
C -1.7967 -2.8637 -0.1997
C -2.7719 0.6032 -0.4728
C -3.8151 1.5229 -0.5427
C -3.5219 2.8758 -0.5878
C -2.1980 3.3007 -0.5691
C -1.1608 2.3782 -0.5185
C -1.4336 1.0154 -0.4607
H -2.9232 -4.6714 -0.0572
H -5.1031 -3.4526 -0.2121
H -5.1015 -0.9883 -0.4117
H -0.8275 -3.3448 -0.1297
H -4.8484 1.2003 -0.5545
H -4.3224 3.6013 -0.6361
H -1.9747 4.3595 -0.6000
H -0.1350 2.7313 -0.5130
```

Net charge   +1
Spin multiplicity   2
F_max   0.4 eV/Å
⟨S²⟩   0.76
Energy   -2303.2081 Ha
Energy above the lowest of the compared OMol25 structures with the same formula, charge and spin   0.222 eV

Atomic charges from the Löwdin analysis, expressed in e, are listed below:
1 Cr 0.8955
2 C 0.0035
3 C -0.2215
4 N -0.0408
5 N 0.1173
6 C -0.3688
7 O -0.1281
8 C -0.1512
9 C -0.0137
10 C -0.0638
11 C -0.0663
12 C -0.0651
13 C -0.0200
14 C -0.1785
15 C 0.0218
16 C -0.0126
17 C -0.0152
18 C -0.0674
19 N 0.0221
20 H 0.0792
21 H 0.1036
22 H 0.0993
23 H 0.1161
24 H 0.1087
25 H 0.1094
26 H 0.1084
27 H 0.1093
28 H 0.1224
29 H 0.1248
30 H 0.1209
31 H 0.1270
32 C -0.0357
33 C -0.0236
34 C 0.0203
35 C -0.1958
36 N 0.0004
37 C -0.0864
38 C -0.1872
39 C -0.0178
40 C -0.0637
41 C -0.0647
42 C -0.0767
43 C -0.1596
44 H 0.1159
45 H 0.1214
46 H 0.1168
47 H 0.1246
48 H 0.1098
49 H 0.1101
50 H 0.1100
51 H 0.1055

=====

# 3
Formula: C25H20F5GaN4Se
Source: OMol25
Level of theory: the ωB97M-V functional and the def2-TZVPD basis

The geometry in XYZ format:
```
56
C25H20F5GaN4Se, DFT the ωB97M-V functional and the def2-TZVPD basis
Ga 0.8733 -0.8421 -0.0477
C 1.2741 1.9634 -1.2467
C 2.5908 1.7635 -0.4962
C 2.3905 1.5943 0.9831
C 3.0277 2.4223 1.8946
C 2.7939 2.2653 3.2508
C 1.9239 1.2673 3.6688
C 1.3409 0.4648 2.7135
N 1.5562 0.6244 1.3993
N 0.5257 0.6959 -1.4792
C 0.9406 0.0439 -2.7425
C 0.2858 -1.3129 -2.8524
C -0.0338 -1.9011 -4.0605
C -0.6245 -3.1574 -4.0568
C -0.8793 -3.7842 -2.8452
C -0.5354 -3.1321 -1.6780
N 0.0288 -1.9196 -1.6846
C -0.9350 0.9533 -1.4875
C -1.5587 0.6784 -0.1435
C -2.6630 1.3810 0.3014
C -3.2843 0.9929 1.4801
C -2.7873 -0.1009 2.1739
C -1.6546 -0.7264 1.6946
N -1.0429 -0.3370 0.5661
H 0.6343 2.6215 -0.6586
H 1.4689 2.4447 -2.2077
H 3.1264 0.8988 -0.8995
H 3.2169 2.6365 -0.6719
H 3.7052 3.1857 1.5376
H 3.2788 2.9082 3.9727
H 1.7085 1.1109 4.7159
H 0.6691 -0.3368 2.9960
H 0.6966 0.6645 -3.6078
H 2.0255 -0.1009 -2.7154
H 0.1778 -1.3897 -4.9900
H -0.8937 -3.6359 -4.9886
H -1.3358 -4.7625 -2.8074
H -0.7216 -3.5720 -0.7074
H -1.1520 1.9718 -1.8104
H -1.4097 0.2812 -2.2048
H -3.0381 2.2169 -0.2734
H -4.1494 1.5329 1.8405
H -3.2614 -0.4603 3.0756
H -1.2240 -1.5718 2.2140
F 2.5306 -4.8165 4.9870
C 2.6358 -4.1727 3.8434
C 1.4955 -3.7143 3.2011
F 0.2859 -3.9076 3.7155
C 1.6360 -3.0206 2.0172
F 0.5015 -2.4926 1.4348
C 2.8573 -2.7529 1.4363
Se 3.0586 -1.8382 -0.2169
C 3.9873 -3.2171 2.1021
F 5.1788 -2.9520 1.5816
C 3.8890 -3.9114 3.2974
F 4.9715 -4.3150 3.9291
```

Net charge   +2
F_max   0.7 eV/Å
Energy   -6008.7981 Ha

Atomic charges from the Löwdin analysis, expressed in e, are listed below:
1 Ga 0.3268
2 C -0.1152
3 C -0.1082
4 C -0.2512
5 C 0.0277
6 C 0.0036
7 C -0.0080
8 C -0.0850
9 N 0.0473
10 N -0.1830
11 C -0.0905
12 C -0.2534
13 C 0.0287
14 C 0.0072
15 C -0.0009
16 C -0.0598
17 N 0.0355
18 C -0.0694
19 C -0.2094
20 C 0.0299
21 C 0.0104
22 C 0.0036
23 C -0.0758
24 N 0.0730
25 H 0.1428
26 H 0.1442
27 H 0.0789
28 H 0.1370
29 H 0.1327
30 H 0.1313
31 H 0.1261
32 H 0.1097
33 H 0.1536
34 H 0.1387
35 H 0.1358
36 H 0.1324
37 H 0.1282
38 H 0.1286
39 H 0.1488
40 H 0.1475
41 H 0.1354
42 H 0.1335
43 H 0.1302
44 H 0.1166
45 F 0.1750
46 C -0.1221
47 C -0.1369
48 F 0.1434
49 C -0.2125
50 F -0.0052
51 C -0.4574
52 Se 0.9737
53 C -0.2370
54 F 0.1108
55 C -0.1231
56 F 0.1756